{"formula": "C44H56Br2N2OP2ReSi4Te", "method": "the ωB97M-V functional and the def2-TZVPD basis", "charge": 2, "orbital_gap_ev": [5.169, 5.041], "relative_energy_kcal_mol": 5.7, "spin_multiplicity": 2, "e_lumo_ev": [-7.0, -7.2], "homo_energy_ev": [-12.2, -12.3], "species": ["Re", "Te", "Br", "Br", "P", "P", "Si", "Si", "Si", "Si", "O", "N", "N", "C", "C", "C", "C", "C", "C", "C", "C", "C", "C", "C", "C", "C", "C", "C", "C", "C", "C", "C", "C", "C", "C", "C", "C", "C", "C", "C", "C", "C", "C", "C", "C", "C", "C", "C", "C", "C", "C", "C", "C", "C", "C", "C", "C", "H", "H", "H", "H", "H", "H", "H", "H", "H", "H", "H", "H", "H", "H", "H", "H", "H", "H", "H", "H", "H", "H", "H", "H", "H", "H", "H", "H", "H", "H", "H", "H", "H", "H", "H", "H", "H", "H", "H", "H", "H", "H", "H", "H", "H", "H", "H", "H", "H", "H", "H", "H", "H", "H", "H", "H"], "coordinates": [[-0.1490, -0.6948, 0.4967], [-0.9849, 0.9976, -1.2305], [-1.9114, -0.0874, 5.1696], [3.3961, 1.5405, 6.2272], [0.4500, -3.0622, 1.0014], [0.1164, -2.0918, -1.4389], [-3.0867, 4.3011, -1.5188], [-1.0873, 3.4287, -0.5058], [0.7505, 4.2869, -2.1327], [-0.5165, 4.1183, 1.6994], [-0.8203, -0.2216, 2.3035], [1.6149, 0.1058, 1.4263], [1.0100, -3.2847, -0.6191], [2.6756, -2.9952, 2.6522], [-2.6011, -2.4292, -1.0736], [-3.9263, -4.1352, -2.1089], [1.9278, -1.1309, -5.5254], [3.6233, -3.5555, 3.4934], [0.8300, 0.6694, 5.4596], [1.4063, 0.3440, 2.7702], [2.4309, 0.7413, 3.6450], [1.5517, -4.5214, -1.1910], [0.5556, -1.0491, -5.3261], [-1.0181, 5.9226, 1.7246], [-1.6158, -3.8770, -2.7293], [1.3165, 3.9207, 2.0543], [2.6874, -5.7376, 3.0966], [-1.9513, -3.6030, 2.1628], [2.2071, 3.3581, -1.3983], [-1.4922, -2.8297, -1.8148], [0.8812, 6.1225, -1.8516], [0.3044, 3.7222, -3.8535], [2.0952, 0.9209, 5.0101], [-1.0271, -4.0748, 1.2274], [0.8476, -1.7908, -3.0537], [-4.4184, 4.2620, -0.2027], [-3.8223, -3.0664, -1.2292], [-3.1437, -4.2802, 2.3692], [0.0145, -1.3598, -4.0884], [2.8436, 0.2561, 0.9315], [-3.4190, -5.4279, 1.6401], [0.0924, 0.1255, 3.2194], [3.7144, 0.9082, 3.0882], [2.7634, -1.5203, -4.4873], [-2.8279, -4.5365, -2.8598], [-1.3089, -5.2263, 0.4960], [3.9069, 0.6656, 1.7572], [1.7148, -5.1798, 2.2824], [2.2269, -1.8495, -3.2529], [3.6365, -4.9270, 3.7069], [3.1007, -0.0797, -0.4976], [-0.1704, 0.2644, 4.5618], [-2.5023, -5.8988, 0.7076], [-3.4993, 3.2537, -3.0151], [1.7191, -3.8055, 2.0391], [-1.5679, 3.0853, 2.8557], [-2.6967, 6.0682, -2.0000], [-4.6860, -2.7302, -0.6712], [3.9694, 0.4568, -0.8753], [3.3000, -1.1522, -0.5752], [3.0402, 3.3064, -2.1076], [-0.0950, -0.7407, -6.1335], [1.5023, 3.9976, 3.1298], [-2.0866, 6.0398, 1.5301], [-0.7724, -4.1642, -3.3462], [-2.7168, -6.7938, 0.1384], [4.5416, 1.2059, 3.7191], [-4.8704, -4.6544, -2.2109], [-0.0641, 2.6947, -3.8443], [-0.4753, 6.5085, 0.9792], [1.9250, 2.3378, -1.1357], [-0.0166, 6.6627, -2.1461], [-2.6138, 3.3982, 2.8122], [-2.1809, 6.6007, -1.1983], [-1.2394, 3.1727, 3.8955], [-0.8131, 6.3698, 2.7011], [2.4359, -4.3010, -1.7864], [-5.3765, 4.6073, -0.6007], [-2.6224, 3.1251, -3.6543], [3.8337, -1.5645, -4.6387], [-4.3469, -5.9612, 1.8003], [-2.0830, 6.1167, -2.9014], [-1.0536, -1.2756, -3.9323], [1.9018, 4.7031, 1.5674], [-3.6245, 6.6077, -2.2079], [1.6950, 2.9518, 1.7198], [1.1889, 3.7593, -4.4963], [-2.9181, -5.3600, -3.5563], [-1.7371, -2.7013, 2.7299], [2.5717, 3.8514, -0.4959], [1.8595, -5.1834, -0.3832], [0.5919, 0.7786, 6.5084], [4.3485, -2.9216, 3.9867], [2.8758, -2.1605, -2.4447], [-4.1581, 4.9159, 0.6326], [2.3450, -0.8942, -6.4952], [0.9502, -5.8134, 1.8514], [2.6969, -6.8062, 3.2638], [-4.5699, 3.2537, 0.1884], [0.8334, -5.0455, -1.8237], [-1.5330, 2.0320, 2.5808], [4.8870, 0.7768, 1.3151], [-3.8580, -3.9064, 3.0909], [1.7134, 6.5211, -2.4411], [-3.8405, 2.2594, -2.7162], [2.6775, -1.9267, 2.4800], [2.2335, 0.1461, -1.1130], [-2.5187, -1.6080, -0.3591], [-0.6087, -5.6046, -0.2358], [4.3782, -5.3656, 4.3610], [-0.4562, 4.3558, -4.3132], [-4.2897, 3.7164, -3.6103], [1.0820, 6.3454, -0.8022]], "mulliken_charge": [1.87, -0.79, -0.10, -0.15, -0.37, 0.59, 0.50, 0.37, -0.09, 0.42, -0.94, 0.13, 0.71, 0.13, -0.28, -0.66, -0.68, -0.86, -0.19, -0.75, 1.34, -0.94, -0.74, -1.02, -0.43, -0.46, -0.85, -0.96, -0.32, 1.15, -0.94, -0.88, -0.07, 0.84, 0.99, -1.06, -0.92, -0.75, -0.92, 1.40, -0.78, 0.29, -1.20, -1.10, -0.98, 0.20, -1.51, -0.67, -0.40, -0.73, -1.57, 0.20, -0.90, -0.98, 0.41, -0.50, -1.05, 0.52, 0.74, 0.34, 0.55, 0.50, 0.39, 0.26, 0.51, 0.46, 0.55, 0.47, 0.20, 0.25, -0.61, 0.32, 0.44, 0.34, 0.41, 0.43, 0.35, 0.41, 0.23, 0.49, 0.44, 0.30, 0.53, 0.55, 0.46, -0.25, 0.42, 0.47, 0.41, 0.30, 0.39, 0.50, 0.49, 0.16, 0.29, 0.45, 0.43, 0.46, 0.32, 0.34, -0.28, 0.61, 0.49, 0.44, 0.28, 0.73, -0.03, -0.05, 0.40, 0.42, 0.30, 0.42, 0.23]}

{"formula": "C32H108N8O18", "method": "the ωB97M-V functional and the def2-TZVPD basis", "orbital_gap_ev": 8.410, "relative_energy_kcal_mol": 0.0, "e_lumo_ev": -0.3, "homo_energy_ev": -8.7, "species": ["O", "O", "O", "O", "O", "O", "O", "O", "O", "O", "O", "O", "O", "O", "O", "O", "O", "O", "N", "N", "N", "N", "N", "N", "N", "N", "C", "C", "C", "C", "C", "C", "C", "C", "C", "C", "C", "C", "C", "C", "C", "C", "C", "C", "C", "C", "C", "C", "C", "C", "C", "C", "C", "C", "C", "C", "C", "C", "H", "H", "H", "H", "H", "H", "H", "H", "H", "H", "H", "H", "H", "H", "H", "H", "H", "H", "H", "H", "H", "H", "H", "H", "H", "H", "H", "H", "H", "H", "H", "H", "H", "H", "H", "H", "H", "H", "H", "H", "H", "H", "H", "H", "H", "H", "H", "H", "H", "H", "H", "H", "H", "H", "H", "H", "H", "H", "H", "H", "H", "H", "H", "H", "H", "H", "H", "H", "H", "H", "H", "H", "H", "H", "H", "H", "H", "H", "H", "H", "H", "H", "H", "H", "H", "H", "H", "H", "H", "H", "H", "H", "H", "H", "H", "H", "H", "H", "H", "H", "H", "H", "H", "H", "H", "H", "H", "H"], "coordinates": [[22.7769, -0.5129, -6.9608], [21.2404, 4.9689, -4.7244], [23.5009, 3.1446, -4.8931], [22.5598, 8.2203, 1.0816], [25.9942, -4.6843, -0.6276], [18.6433, -0.0349, -4.2184], [16.1238, 3.6616, -2.8769], [20.9243, 9.1275, -3.6764], [21.4324, 4.8245, -9.1185], [24.0694, 6.2160, -4.0300], [19.1568, -1.8121, -2.1523], [20.5718, 4.5910, -2.0347], [27.2557, 8.3864, -0.4391], [24.4556, -1.2934, 3.0974], [19.0897, 2.5220, 0.8376], [24.3117, 4.6486, 0.6989], [18.6148, 8.4113, -1.5140], [21.1352, 9.6346, -0.8376], [24.6786, 7.4373, -1.2582], [20.5120, -5.0676, -3.2655], [20.9237, 2.0020, -3.7082], [23.2039, -4.4776, -0.9339], [21.8738, 1.2972, 2.8119], [21.9936, 1.9279, -9.0740], [25.5140, -0.8254, -8.0278], [17.7351, 5.9281, -2.2509], [20.6253, 1.7829, -7.0425], [21.5044, -0.9125, 1.9394], [22.3881, -0.0701, 2.8129], [24.2776, -1.0554, -8.7678], [20.6018, 2.1607, -2.2644], [21.2345, 4.0366, -7.9772], [28.4298, 9.0415, -0.0134], [21.2849, 3.4031, -1.6840], [23.3979, -2.1243, -1.4960], [25.3862, 8.5176, -1.9631], [20.9035, 2.5793, -8.2951], [23.1398, -1.5322, -7.8737], [19.4412, -3.1989, -2.1559], [19.3499, -3.4426, -4.6922], [21.0983, 0.9088, -1.5832], [16.9597, 4.2425, -3.8621], [24.4000, 9.4482, -2.6453], [18.5257, -1.4329, -0.9556], [24.1284, -3.4712, -1.4903], [26.3150, 9.2662, -1.0076], [25.8437, -1.3741, 2.8281], [24.5245, -2.0828, -9.8657], [23.8948, -0.1235, 2.5357], [17.0322, 5.7265, -3.5469], [17.7437, 6.5472, -4.5992], [27.1576, -4.7371, 0.1609], [21.2168, 5.7434, -1.5102], [16.1856, 2.2640, -2.9187], [21.9590, 6.0843, -8.7859], [22.2228, -0.8964, -5.7401], [25.4050, -3.4119, -0.6661], [20.1505, -3.6457, -3.4150], [24.9309, 10.2355, -3.1846], [17.9375, 3.7447, -3.8650], [22.3185, 3.4839, -2.0472], [16.5153, 4.1038, -4.8570], [24.3495, -3.8363, -2.4956], [25.9940, -1.3735, 1.7417], [23.1396, -1.8493, -0.4767], [29.0757, 9.3012, -0.8615], [18.9311, -2.4331, -4.6316], [20.4344, 4.4251, -7.3260], [24.0373, -0.0647, 1.4477], [18.0361, 8.8065, -0.8534], [22.5899, -2.0602, -2.2202], [20.9886, 9.4887, -2.7738], [22.5310, 1.9763, 3.1678], [25.1716, -3.0414, 0.3424], [27.7723, -5.5861, -0.1255], [17.2425, 5.4533, -1.5014], [26.1572, -2.3537, 3.1843], [22.1329, 3.9867, -7.3369], [20.3315, 9.0928, -0.9104], [19.2404, 0.7124, -4.0444], [21.7660, 6.7415, -9.6394], [24.1266, -1.4173, -1.9191], [25.0635, 5.1628, 1.0101], [22.2559, -1.7427, -8.4929], [26.0639, 8.1222, -2.7318], [18.1743, -0.4033, -0.9136], [20.8781, -0.0607, -2.0226], [20.7884, 2.8810, -4.1961], [20.0322, 8.7664, -3.7135], [21.0491, -5.3683, -4.0706], [20.8518, 0.9275, -0.5189], [22.5087, 2.6978, -9.5019], [20.5291, 0.7322, -7.3117], [17.8691, 7.5830, -4.2872], [25.6883, 9.6871, -0.2014], [18.8014, -0.6629, -3.4828], [19.5075, 2.1354, -2.2547], [18.7420, 2.5449, 1.7364], [18.7249, 6.1023, -4.7970], [29.0190, 8.2931, 0.5215], [18.1765, 7.5401, -1.7716], [21.6332, 9.2547, -0.0920], [23.8395, 7.8605, -0.8641], [21.1589, -5.1649, -2.4835], [17.1574, 1.8862, -2.5917], [21.3004, 5.8844, -5.0192], [20.4640, -0.7511, 2.2269], [26.9096, -4.8417, 1.2265], [21.3552, -1.5681, -5.7731], [21.9191, 1.7931, -3.7402], [22.2712, -0.3975, 3.8540], [25.1968, 7.1785, -0.4224], [26.7631, 10.1238, -1.5227], [21.2282, 5.7293, -0.4150], [22.0651, 7.6497, 1.6818], [21.5090, 1.6108, 1.9208], [24.8049, -3.0453, -9.4327], [20.0720, -3.4524, -1.2930], [23.3872, -2.4399, -7.3044], [26.0960, -2.7105, -1.1582], [18.5006, -3.7517, -2.0328], [22.6468, 1.5886, -8.3615], [24.3733, 0.7265, 3.0347], [16.0406, 6.1480, -3.3704], [16.0514, 1.8163, -3.9125], [20.9812, 5.0216, -3.7825], [27.7186, -3.7995, 0.0630], [21.4832, 1.9190, -6.3723], [21.1100, -3.1136, -3.4824], [17.6156, -2.0193, -0.7511], [25.7614, -1.6886, -7.5524], [22.9742, -1.3970, -5.1095], [22.8276, 3.8469, -4.9032], [23.4765, -5.4305, -1.1433], [22.2017, 0.9240, -1.5995], [21.3763, 3.3770, -0.5885], [25.3484, -0.1289, -7.3080], [22.2581, 5.8250, -1.8469], [23.2089, -4.4273, 0.0816], [28.2372, 9.9141, 0.6124], [24.2147, 4.8970, -0.2300], [24.2886, 3.5775, -4.5464], [23.6667, -2.1810, -10.5311], [25.3512, -1.7466, -10.4927], [20.6910, 6.6271, -1.8728], [18.4711, -4.0902, -4.7048], [15.4002, 1.7842, -2.3343], [23.7601, 8.9354, -3.3590], [19.9243, -3.5302, -5.6100], [18.6795, 3.2731, 0.3943], [23.4383, 8.2852, 1.4733], [17.2012, 6.5574, -5.5459], [21.6144, -0.7645, 0.8602], [23.9037, -0.1305, -9.2145], [19.2097, -1.6502, -0.1242], [21.8808, -0.0100, -5.2104], [19.7740, 1.9972, -6.3935], [20.0010, 2.5278, -8.9186], [23.6314, 6.8371, -4.6207], [24.2833, 6.7359, -3.2376], [21.6308, -1.9985, 2.0061], [18.6536, 5.4840, -2.3177], [23.7791, 9.9504, -1.8976], [26.3900, -0.5489, 3.2898], [21.3755, 6.5844, -7.9979], [23.0182, 6.0795, -8.5244]], "mulliken_charge": [0.05, 0.09, -0.51, -0.59, -0.35, -0.81, -0.43, -0.57, -0.40, -0.58, -0.16, 0.18, -0.32, -0.38, -0.47, -0.61, -0.66, -0.67, -0.12, -0.89, 1.22, -0.52, -0.61, -0.63, -0.71, -0.43, -0.81, -1.04, 0.57, 0.66, 2.15, -0.43, -0.78, -1.05, -0.18, 0.50, 0.09, -0.86, -1.30, -1.57, -1.76, -0.05, -1.17, -0.73, 0.16, -1.03, -0.69, -1.60, -0.34, 0.21, -1.21, -0.71, -0.87, -0.45, -0.66, -0.52, -0.69, 1.91, 0.48, -0.17, 0.16, 0.47, 0.43, 0.27, -0.42, 0.30, 0.15, 0.24, 0.18, 0.23, -0.27, 0.41, 0.27, 0.19, 0.26, 0.35, 0.24, 0.31, 0.27, 0.14, 0.30, 0.49, 0.28, 0.27, 0.27, 0.14, -0.10, -0.81, 0.23, 0.33, 0.27, 0.31, 0.41, 0.37, 0.26, 0.64, -1.28, 0.26, -0.07, 0.25, 0.43, 0.39, -0.15, 0.27, 0.00, 0.09, 0.41, 0.27, 0.44, 0.42, 0.13, 0.28, 0.52, 0.37, 0.26, 0.14, 0.34, 0.34, 0.42, 0.49, 0.45, 0.17, 0.34, 0.39, 0.33, -0.25, 0.31, -0.20, -0.40, 0.36, 0.29, 0.50, 0.12, 0.29, 0.39, 0.50, 0.32, 0.37, 0.20, 0.33, 0.33, 0.28, 0.38, 0.38, 0.10, 0.41, 0.36, 0.20, 0.39, 0.22, 0.25, 0.47, -0.27, 0.16, 0.23, -0.46, 0.46, 0.25, 0.29, 0.16, 0.53, -0.08, 0.31, 0.32, 0.20, 0.29]}

{"formula": "CH8NO3", "method": "the ωB97M-V functional and the def2-TZVPD basis", "charge": -1, "orbital_gap_ev": 8.461, "relative_energy_kcal_mol": 25.3, "e_lumo_ev": 4.3, "homo_energy_ev": -4.2, "species": ["O", "O", "O", "N", "C", "H", "H", "H", "H", "H", "H", "H", "H"], "coordinates": [[-0.9332, 1.4201, 2.2995], [0.1340, 0.2278, -0.0971], [-2.2232, -0.6363, -0.4702], [2.3318, -0.3462, -1.3715], [0.9750, -0.7179, -0.6788], [-0.7362, 0.7929, 2.9546], [-1.2060, -0.2401, -0.4566], [-0.3997, 1.0555, 1.4187], [0.4998, -1.0173, -1.5978], [-2.3719, -0.8669, 0.4227], [2.8311, 0.1306, -0.6332], [1.1162, -1.5727, -0.1643], [2.2729, 0.3561, -2.1280]], "mulliken_charge": [-0.71, -0.87, -0.77, -0.71, -0.54, 0.26, 0.45, 0.45, 0.27, 0.25, 0.22, 0.43, 0.28]}

{"formula": "C4H4O2", "method": "the ωB97M-V functional and the def2-TZVPD basis", "orbital_gap_ev": [7.322, 8.718], "relative_energy_kcal_mol": 78.9, "spin_multiplicity": 3, "e_lumo_ev": [1.0, -1.6], "homo_energy_ev": [-6.4, -10.3], "species": ["O", "O", "C", "C", "C", "C", "H", "H", "H", "H"], "coordinates": [[0.7821, -1.1998, 0.4595], [-2.6594, -0.9635, 0.0731], [-1.5093, -1.1583, 0.1102], [0.6991, 1.2850, 0.2501], [-0.2096, -1.2000, -0.4619], [0.0154, -0.0447, 0.5594], [1.5896, 1.2104, 0.7356], [0.0928, 2.0363, 0.6398], [0.9716, 1.4740, -0.8292], [0.2277, -1.4394, -1.5367]], "mulliken_charge": [-0.30, -0.41, 0.04, -1.07, 0.08, 0.33, 0.37, 0.31, 0.30, 0.35]}